(1)
The following is a DFT calculation (the ωB97M-V functional and the def2-TZVPD basis) of C20H13IN5O3SZn as an isolated structure in a non-equilibrium geometry.

Geometry as XYZ:
```
44
Properties=species:S:1:pos:R:3:forces:R:3
Zn 0.0956 -1.9147 -0.3634 -0.167 -0.804 0.038
O -2.4467 4.3056 -0.9324 0.314 -0.022 -0.111
N -1.2897 4.2079 -1.3366 -0.427 1.397 0.024
O -0.6441 5.1821 -1.7232 -0.271 -0.059 0.090
C -0.6724 2.9382 -1.3420 1.645 -0.910 -0.293
C 0.7036 2.9605 -1.4064 -1.298 0.653 -0.021
C 1.6383 1.9019 -1.3620 0.325 -1.014 0.017
C 2.9804 2.1002 -1.7252 -0.308 -0.119 0.004
C 3.8588 1.0416 -1.7305 0.158 0.023 0.019
C 3.3906 -0.2280 -1.3833 -0.157 0.160 0.004
N 2.1576 -0.4369 -0.9662 0.354 -0.397 -0.196
C 1.3255 0.5993 -0.8894 0.324 0.733 -0.338
C -1.1107 0.5292 -0.8078 -0.656 0.715 -0.229
N -1.8375 -0.5781 -0.8291 -0.291 -0.181 -0.089
C -3.0589 -0.5424 -1.3413 -0.051 -0.004 0.022
C -3.5891 0.6219 -1.8696 0.014 0.134 -0.033
C -2.8288 1.7774 -1.8593 0.046 -0.207 -0.040
C -1.5406 1.7698 -1.3097 -0.260 -0.444 0.108
H 1.1270 3.9492 -1.5381 -0.044 -0.057 0.106
H 3.2960 3.0895 -2.0272 0.064 0.074 0.007
H 4.8936 1.1818 -2.0034 0.059 -0.016 -0.072
H 4.0301 -1.0986 -1.4394 0.095 -0.042 0.006
H -3.6059 -1.4746 -1.3368 -0.038 -0.058 -0.027
H -4.5801 0.6278 -2.3005 -0.031 -0.036 0.007
H -3.2292 2.6834 -2.2894 0.013 -0.035 0.044
O 0.3968 2.5124 1.2058 -0.058 1.296 -0.199
S 0.5228 1.0420 1.3472 -0.190 -1.305 0.876
N 0.1351 0.3021 -0.2232 0.667 0.213 0.001
I -1.7825 -4.1358 -2.0745 0.101 0.043 -0.053
C 0.0257 -2.9144 -2.1656 -0.013 0.253 0.432
H -0.1273 -2.2988 -3.0506 -0.048 0.019 -0.006
H 0.8034 -3.6416 -2.3988 -0.023 0.042 0.101
N 0.0738 -1.9625 7.0086 0.000 0.006 0.165
C 0.0754 -2.0361 5.8608 -0.010 0.021 0.857
C 0.0796 -2.1308 4.4552 -0.008 -0.084 -1.077
C -1.1071 -2.3511 3.7542 -0.017 0.019 0.160
C -1.0927 -2.4123 2.3737 -0.010 -0.083 -0.128
C 0.0819 -2.2610 1.6289 0.091 0.118 -0.318
C 1.2557 -2.0641 2.3646 0.018 -0.206 -0.117
C 1.2718 -2.0030 3.7430 -0.012 -0.008 0.213
H -2.0334 -2.4581 4.3028 -0.045 0.001 0.032
H -2.0334 -2.5770 1.8602 -0.039 0.035 -0.011
H 2.1948 -1.9543 1.8383 0.117 0.092 -0.021
H 2.1966 -1.8484 4.2808 0.069 0.043 0.046
```
Forces are in eV/Å.

Summary:
multiplicity = 1
total charge = -1
HOMO level = -4.115 eV
ΔE to the lowest compared entry with this formula, charge and spin = 65.6 kcal/mol

---

(2)
The following is a DFT calculation (the ωB97M-V functional and the def2-TZVPD basis) of C29H40AuN6O2S as an isolated structure in a non-equilibrium geometry.

Geometry as XYZ:
```
79
Properties=species:S:1:pos:R:3:forces:R:3
Au -0.7496 1.7142 -0.4035 0.450 -0.480 0.392
C 4.2553 2.3626 4.8023 0.133 0.049 0.186
C 3.3533 1.7673 3.7816 -0.466 0.212 0.042
C 3.6983 0.6451 3.0518 -0.015 -0.259 -0.715
C 2.8691 0.0864 2.0565 -1.479 1.379 1.149
C 3.5015 -0.8379 1.1988 -0.113 -1.205 -2.640
N 3.1142 -1.1325 -0.0287 0.693 0.917 2.300
C 3.7213 -2.0946 -0.9130 0.482 -0.667 -0.501
C 2.6433 -2.9699 -1.5772 -0.018 0.126 -0.115
C 2.1787 -2.5049 -2.9589 0.432 -0.418 -0.273
N 1.0753 -1.5559 -2.9476 -0.050 0.208 0.663
C 0.3876 -1.3149 -4.0236 -0.564 0.371 -0.424
C -0.6718 -0.3988 -4.2160 0.117 0.265 0.473
C -1.3097 -0.4256 -5.4730 -0.454 0.327 -0.106
C -2.3626 0.4127 -5.7880 0.494 -0.306 0.243
C -3.0819 0.3736 -7.0902 -0.230 0.060 -0.215
C -2.7593 1.3237 -4.8106 0.530 -0.277 0.465
C -2.1587 1.4218 -3.5480 0.410 -0.688 -0.446
C -2.7366 2.3928 -2.6696 -0.932 1.057 0.614
N -2.4893 2.6174 -1.4400 0.482 -0.672 -0.535
C -3.1794 3.6115 -0.6703 -0.508 0.596 -0.198
C -2.2264 4.3941 0.2333 -0.144 -0.266 0.005
C -1.8742 3.6740 1.5338 -0.525 0.815 0.176
N -0.8088 2.6965 1.4109 2.050 -0.348 0.807
C 0.0691 2.6590 2.3684 -2.472 0.997 -0.837
C 1.2187 1.8339 2.5773 1.332 -1.496 -0.433
C 2.1234 2.3641 3.4997 0.458 -0.305 -0.226
C 1.5378 0.6148 1.9010 0.814 0.623 1.070
O 0.5100 -1.0699 0.1212 0.231 -0.574 -0.480
C -1.0722 0.5520 -3.2064 -0.409 0.047 -0.724
O -0.4218 0.5659 -2.0975 0.449 -0.296 0.310
H 5.1955 1.8247 4.8785 0.047 0.000 0.017
H 3.7706 2.3536 5.7780 0.007 -0.015 0.084
H 4.4657 3.4051 4.5648 0.046 0.026 -0.029
H 4.6789 0.2168 3.1977 0.162 -0.064 0.005
H 4.4399 -1.2671 1.5241 0.088 -0.211 0.005
H 2.2429 -0.7216 -0.3541 -0.229 0.119 0.132
H 4.4158 -2.7122 -0.3381 -0.074 0.125 -0.023
H 4.3047 -1.5744 -1.6820 -0.068 0.033 0.165
H 1.7771 -3.0522 -0.9164 0.019 -0.183 0.004
H 3.0618 -3.9688 -1.6989 -0.026 0.031 0.021
H 1.8610 -3.3808 -3.5332 0.043 0.126 0.071
H 3.0196 -2.0544 -3.4989 -0.052 -0.115 0.047
H 0.8142 -1.0730 -2.0848 -0.152 0.107 -0.323
H 0.6605 -1.8990 -4.8976 0.091 -0.095 0.027
H -0.9617 -1.1384 -6.2077 0.011 -0.085 -0.103
H -2.6290 -0.3224 -7.7903 0.005 -0.014 -0.042
H -3.0998 1.3659 -7.5399 0.027 -0.023 -0.114
H -4.1196 0.0793 -6.9271 -0.009 -0.065 -0.102
H -3.5842 1.9805 -5.0493 -0.088 0.156 0.079
H -3.5238 2.9948 -3.1337 -0.051 0.054 -0.073
H -3.9301 3.1070 -0.0500 -0.003 0.085 -0.078
H -3.7055 4.3068 -1.3327 -0.081 -0.006 0.040
H -2.7158 5.3300 0.5072 0.051 -0.019 0.013
H -1.3128 4.6461 -0.3103 -0.034 0.124 -0.009
H -2.7589 3.1483 1.9119 0.065 0.024 -0.020
H -1.5921 4.4263 2.2771 -0.010 -0.157 0.073
H -0.0439 3.4220 3.1389 -0.171 -0.070 0.085
H 1.8820 3.2876 4.0038 -0.102 0.128 0.070
C -0.6573 -4.8943 1.6630 0.078 0.005 0.132
C 0.3111 -4.1607 2.5865 -0.361 -0.542 0.012
N 0.4731 -2.7807 2.1458 0.345 0.073 -0.153
C -0.1664 -1.7099 2.5055 0.872 0.275 -0.213
S 0.1232 -0.2339 1.2849 -1.254 0.206 -0.238
N -1.0113 -1.5552 3.4880 0.221 -0.562 0.271
C -1.8685 -0.3862 3.6160 -0.663 0.542 -0.195
C -3.0168 -0.4516 2.6121 0.122 0.029 0.210
H -0.7388 -5.9300 1.9795 -0.056 -0.095 0.012
H -0.2951 -4.8886 0.6357 0.017 0.011 -0.047
H -1.6496 -4.4454 1.6833 -0.026 0.003 0.016
H 1.2954 -4.6319 2.5459 -0.079 0.098 0.172
H -0.0375 -4.1833 3.6200 0.127 0.034 -0.013
H 0.9749 -2.6638 1.2652 -0.160 0.078 0.115
H -1.2565 -2.3469 4.0783 0.151 0.023 -0.187
H -1.2678 0.5118 3.4543 -0.042 -0.051 0.176
H -2.2588 -0.3584 4.6335 0.195 0.005 -0.028
H -2.6358 -0.4728 1.5917 -0.035 0.029 -0.106
H -3.6626 0.4132 2.7283 -0.088 0.109 -0.007
H -3.6226 -1.3402 2.7709 -0.051 -0.077 0.025
```
Forces are in eV/Å.

Summary:
multiplicity = 1
total charge = +3
HOMO level (spin up / spin down) = -15.014 / -15.016 eV

---

(3)
The following is a DFT calculation (the ωB97M-V functional and the def2-TZVPD basis) of C28H36BCsN12OPS as an isolated structure.

Geometry as XYZ:
```
81
Properties=species:S:1:pos:R:3:forces:R:3
Cs -0.4008 0.5896 -0.1890 0.146 -0.232 0.388
N -1.4704 3.0570 3.9411 -0.103 -0.029 -0.051
C -1.3145 1.8016 3.3983 0.279 0.080 0.064
S 0.2786 1.1736 3.3663 0.104 0.033 0.028
N -2.4464 1.2354 3.0360 -0.227 -0.101 -0.053
N -2.3050 0.0277 2.4406 -0.087 0.053 0.151
C -3.3539 -0.7033 2.4745 -0.026 0.013 -0.072
C -3.3828 -2.0233 1.8475 0.072 0.027 -0.033
C -4.4829 -2.8592 2.0805 0.032 -0.017 -0.051
C -4.5088 -4.1208 1.5182 0.051 0.042 -0.004
C -3.4343 -4.5168 0.7338 -0.023 -0.027 -0.007
C -2.3953 -3.6138 0.5439 -0.017 -0.042 0.000
N -2.3546 -2.4000 1.0732 -0.081 -0.069 0.003
H -0.6327 3.6119 3.9609 0.010 -0.003 -0.005
H -2.3260 3.5262 3.6854 0.013 0.002 -0.002
H -4.2514 -0.3712 3.0009 0.023 0.031 0.003
H -5.2907 -2.5092 2.7102 -0.009 0.004 0.001
H -5.3439 -4.7873 1.6975 -0.003 -0.004 -0.003
H -3.3891 -5.5029 0.2879 -0.012 -0.004 0.010
H -1.5423 -3.8899 -0.0664 0.007 0.004 0.004
C -0.3885 -1.3778 -6.3826 -0.001 -0.017 -0.023
N 0.1469 -0.7737 -5.1812 0.030 0.005 0.021
C 0.8506 0.3975 -5.1179 -0.067 0.021 -0.015
C 1.0947 0.6241 -3.7911 -0.004 0.032 -0.009
N 0.5587 -0.3794 -3.0436 0.100 0.020 -0.073
C -0.0068 -1.2081 -3.8918 -0.034 0.034 0.063
P -0.9333 -2.7087 -3.5025 -0.044 0.015 -0.017
C 0.0005 -3.3666 -2.0860 0.006 -0.039 -0.015
N 0.5093 -2.7025 -1.0697 -0.206 -0.083 -0.052
C 1.0093 -3.6381 -0.2145 0.068 -0.046 -0.020
C 0.8140 -4.8920 -0.7262 -0.010 -0.001 0.016
N 0.1693 -4.7207 -1.9217 0.056 0.043 0.024
C -0.2952 -5.7953 -2.7728 -0.006 -0.009 -0.017
C -2.3626 -1.9957 -2.6198 0.069 -0.033 0.042
N -2.3993 -0.8256 -2.0285 -0.087 0.070 -0.145
C -3.6251 -0.7302 -1.4403 -0.059 -0.094 0.000
C -4.3471 -1.8641 -1.6828 -0.011 0.007 0.034
N -3.5426 -2.6671 -2.4476 0.036 -0.005 0.019
C -3.8444 -4.0226 -2.8487 -0.019 0.000 -0.038
H -0.0234 -0.8198 -7.2416 0.005 -0.004 0.001
H -0.0641 -2.4141 -6.4693 -0.012 0.006 -0.005
H -1.4782 -1.3462 -6.3825 0.007 0.001 -0.008
H 1.0867 0.9604 -6.0043 0.007 0.016 0.006
H 1.5890 1.4638 -3.3303 0.020 0.002 -0.006
H 1.4417 -3.3386 0.7253 0.025 -0.001 0.030
H 1.0626 -5.8732 -0.3589 0.001 0.002 0.025
H 0.4394 -6.5991 -2.7710 -0.004 0.001 -0.002
H -1.2519 -6.1888 -2.4226 0.008 -0.005 -0.007
H -0.4164 -5.4296 -3.7893 -0.004 -0.007 0.005
H -3.8933 0.1286 -0.8465 -0.096 0.019 -0.044
H -5.3281 -2.1805 -1.3719 -0.002 0.004 0.009
H -4.9116 -4.1098 -3.0458 0.003 -0.006 -0.003
H -3.2970 -4.2609 -3.7593 -0.004 -0.008 0.001
H -3.5716 -4.7307 -2.0642 -0.003 0.008 -0.005
O 1.4251 -1.4993 2.0192 0.042 0.003 0.015
C 2.6910 -0.9580 2.3534 0.029 -0.012 0.037
C 3.7443 -1.5710 1.4470 -0.029 0.022 0.015
C 3.6006 -1.1561 -0.0222 0.028 -0.023 -0.040
C 3.8453 0.3151 -0.2211 0.039 -0.068 0.013
C 5.1361 0.8393 -0.1734 -0.023 0.003 -0.013
C 5.3183 2.2022 -0.3273 -0.015 -0.004 0.007
C 4.2054 3.0051 -0.5214 -0.016 -0.003 -0.003
C 2.9563 2.4034 -0.5540 0.058 0.023 -0.003
N 2.7767 1.0884 -0.4104 0.041 0.065 -0.001
H 0.7483 -0.9420 2.4526 -0.008 0.037 -0.012
H 2.9380 -1.1789 3.4000 -0.005 0.008 -0.012
H 2.6833 0.1322 2.2439 -0.001 -0.007 -0.005
H 3.6894 -2.6613 1.5282 -0.020 -0.002 -0.016
H 4.7339 -1.2791 1.8134 -0.001 0.017 0.014
H 2.6003 -1.3863 -0.3868 -0.028 -0.005 0.014
H 4.3136 -1.7256 -0.6269 0.002 0.005 0.008
H 5.9787 0.1758 -0.0189 0.006 0.004 -0.001
H 6.3129 2.6309 -0.2966 0.001 0.004 -0.001
H 4.2897 4.0757 -0.6475 0.009 0.003 0.002
H 2.0570 2.9885 -0.7114 -0.007 0.016 0.004
B -0.6031 5.7536 -2.5689 0.017 -0.042 0.029
C -0.3060 4.3546 -1.8733 0.019 -0.048 -0.059
N -0.0762 3.3274 -1.3899 -0.046 0.230 -0.118
H -1.7977 5.8163 -2.7916 -0.007 0.019 -0.009
H 0.0374 5.7875 -3.6052 0.000 0.020 -0.017
H -0.2500 6.6348 -1.8076 -0.004 0.024 -0.009
```
Forces are in eV/Å.

Summary:
multiplicity = 1
total charge = -1
HOMO level = -4.437 eV